(1)
127
Properties=species:S:1:pos:R:3:forces:R:3:mulliken_charge:R:1 method="wB97M-V/def2-TZVPD" charge=+1 homo_energy_ha=-0.420 lumo_energy_ev=-4.03 energy_ev=-114102.39266
H 6.84296 -1.01860 1.71139 0.05 -0.09 -0.16 0.27
H 3.81656 -5.48354 -3.23273 0.10 -0.05 0.08 0.28
N -1.61894 -0.70606 -1.13132 0.04 -0.01 0.09 -0.66
H -0.24096 -0.07453 2.51294 -0.31 0.33 -0.20 -0.76
B -1.42923 -1.62586 -3.46261 -0.50 -0.07 -0.26 0.19
O -6.62059 -1.59324 4.69788 0.07 -0.02 -0.04 -0.64
H -3.53858 0.08020 -8.73529 0.06 0.01 -0.03 0.31
Cl 2.30343 -3.68323 -0.04175 -0.47 -0.07 0.07 -0.31
C -3.60849 5.86864 2.51735 -0.14 -0.34 -0.77 -0.92
H -2.44780 -0.94012 -6.26497 -0.14 -0.10 -0.02 0.45
C -0.85793 -1.33898 -1.98660 -0.25 -0.39 -0.77 -0.01
H -3.81051 1.16931 -7.71379 0.03 0.04 -0.03 0.31
C -2.19766 0.23214 0.95380 -0.23 -0.36 -0.07 -0.22
H -0.86012 1.05191 3.92733 0.09 -0.05 0.30 0.18
O 3.89709 -6.03474 -4.01689 -0.13 0.12 0.00 -0.60
C -1.55266 7.08229 1.61248 0.25 -0.32 -0.30 -0.56
C -4.81636 5.04003 2.06095 -0.05 -0.20 0.81 -0.80
H 7.02078 0.33945 3.86131 -0.16 0.02 -0.01 0.44
H 8.64049 -1.57505 3.66116 0.00 0.03 0.00 0.30
H -3.29875 -3.43065 -5.46870 0.01 -0.01 -0.06 0.24
H -4.05917 -0.05312 -4.71801 -0.16 0.06 -0.05 0.37
H 3.27339 -7.15311 1.04064 -0.07 -0.08 -0.09 0.33
H 6.64125 1.45681 -2.40789 0.06 0.08 0.00 0.31
O 0.42154 3.82157 3.82562 0.03 -0.04 -0.07 -0.64
O 7.48424 0.93665 4.46261 0.07 -0.11 0.02 -0.65
H -1.91684 4.96102 1.58247 0.14 -0.13 -0.14 0.04
H -4.54994 3.29459 0.13315 0.03 0.05 -0.17 0.41
H -4.58927 -3.10795 2.34202 -0.01 0.02 -0.07 0.27
H 0.77593 -5.28859 -3.94644 0.05 -0.02 0.04 0.29
H 7.42284 -2.97838 0.55656 0.10 -0.01 0.11 0.24
H -1.00929 2.56432 4.10375 -0.09 -0.04 0.08 0.44
O 6.92701 1.33055 -1.49706 -0.03 -0.15 -0.05 -0.64
C 3.37594 -1.28631 -1.02434 0.38 0.18 0.44 1.06
H -7.42818 5.92392 -0.55338 0.00 -0.01 0.00 0.30
C 4.35644 -0.34194 -0.32489 -0.32 -0.43 -0.41 -2.17
H -5.67726 5.33821 2.66142 -0.07 0.06 0.02 0.39
H 2.99061 -6.30969 -4.20011 0.02 -0.03 -0.07 0.33
O -6.69207 8.43428 -1.59682 0.08 0.13 -0.04 -0.62
O 8.76405 -1.87370 2.75296 -0.01 -0.03 0.06 -0.58
C 0.42309 -1.72710 -1.62747 -0.05 0.15 0.22 0.46
C -4.49461 1.33322 0.98543 1.14 -0.35 -0.34 -1.34
H -2.93394 5.88522 0.47595 0.06 -0.06 -0.20 0.36
H 0.83542 4.68772 3.75185 -0.09 0.00 0.03 0.29
H 0.78767 -2.73882 1.88443 0.05 -0.10 0.00 0.74
O 5.73411 -5.36222 1.91489 0.05 -0.04 -0.13 -0.60
H 4.57774 -0.65914 0.68758 -0.07 0.19 -0.05 0.25
H -5.43380 1.20111 0.45937 -0.36 0.04 0.27 0.50
H -6.42651 6.20174 -1.65720 -0.03 0.11 0.05 0.30
C -2.48679 5.88357 1.46921 -0.22 0.19 0.54 -0.08
C 0.05724 -0.79071 0.50773 0.13 -0.18 -0.20 0.78
H -0.26260 5.94844 0.29723 0.04 -0.09 -0.13 0.30
H -3.88307 -0.52062 -3.02124 -0.10 0.04 0.10 0.01
H 1.95421 -1.28035 4.31320 0.13 0.24 0.01 0.45
C 0.81136 -1.93761 2.61196 -0.23 0.72 0.33 -0.14
C -4.10056 2.81468 1.00123 -0.46 -0.22 0.10 -0.08
H -3.85385 3.39471 3.03289 0.03 -0.24 0.51 0.14
H -2.39966 -0.45373 1.77183 0.10 -0.06 0.18 -0.07
C 0.50745 -0.55544 1.91598 0.11 -0.68 0.45 -0.17
H -3.96758 -0.53040 0.09322 0.05 -0.15 -0.39 0.50
H -5.07300 5.24484 1.02632 -0.03 0.13 -0.13 0.23
H -0.41870 -3.01572 -4.41222 -0.16 -0.46 -0.05 0.23
H -3.33398 0.90961 -0.76547 0.08 -0.12 -0.16 0.39
H -3.02176 2.91655 0.88137 0.15 0.13 0.11 0.21
H 6.43858 -2.25220 -0.36078 -0.07 0.00 0.07 0.22
O 4.56133 -2.92715 2.38196 0.21 0.12 -0.31 -0.58
H -2.04503 7.95358 1.18884 -0.11 0.18 0.07 0.32
H 1.09139 3.18679 3.55143 0.11 0.07 -0.01 0.18
C -1.69520 -0.54288 -5.59321 -0.06 0.02 0.21 -1.09
H 2.60824 -1.66130 0.98870 0.04 0.18 -0.02 -1.73
O 6.17823 -0.37906 2.01428 0.17 0.75 0.94 -0.85
O -6.50930 5.77272 -0.79736 0.01 -0.17 -0.04 -0.62
H 5.11481 -5.76117 1.28427 0.02 -0.16 -0.09 0.34
I 2.13403 0.86572 1.99103 -0.40 0.18 0.07 0.27
N -2.10614 -0.58747 -4.17077 0.11 -0.49 -0.15 0.13
H 7.50979 0.56355 -1.53285 0.08 0.07 0.04 0.31
H -1.50697 0.48913 -5.86804 -0.01 0.11 -0.12 0.29
C 2.31914 -1.88904 -0.02560 0.28 -0.41 -0.71 2.19
H -6.45410 9.31205 -1.91191 -0.05 -0.01 -0.03 0.30
C 0.91201 -1.46162 -0.37759 0.62 0.06 0.14 -0.37
O 7.00242 -2.12322 0.41247 0.25 -0.68 -0.63 -0.54
C -3.58123 -0.75047 -4.04041 0.52 0.39 0.40 -0.70
H 2.96432 -1.93088 2.96696 -0.03 0.16 0.06 -0.06
H -5.51820 3.03452 2.57957 -0.17 0.06 0.11 0.52
H -5.83709 -1.84778 4.19876 0.02 0.07 -0.07 0.35
H 1.46841 -8.11726 -4.32676 0.17 0.00 -0.10 0.28
C -4.60375 3.53175 2.26581 0.35 0.17 -0.92 -0.71
Cl 4.32831 -2.54330 -1.87647 -0.01 0.06 -0.19 -0.24
H -4.57072 0.93024 1.99402 -0.23 0.04 0.17 0.43
H -1.39799 7.28765 2.67017 0.07 0.07 0.11 0.37
H 0.60366 6.71777 1.60506 0.19 0.12 0.00 0.23
F 1.17198 -2.33407 -2.53389 0.03 -0.06 0.02 -0.37
O 1.69784 -8.94496 -3.89402 -0.08 0.02 0.03 -0.60
H 9.71930 -1.92579 2.64850 0.00 0.02 -0.04 0.27
N -1.17093 -0.46296 0.07706 -0.15 0.52 0.53 0.72
H 6.61341 0.47105 1.88665 -0.13 0.05 -0.15 0.41
C -0.20573 6.85720 0.89367 -0.44 -0.12 0.10 -1.10
H -3.37833 -2.35601 2.89866 -0.09 -0.05 -0.07 0.14
O 3.56766 -6.61037 0.29974 0.18 0.15 0.21 -0.67
H 3.97363 0.67163 -0.36645 -0.03 0.12 0.26 0.28
H -3.86425 -1.76829 -4.28647 -0.38 0.03 -0.11 0.34
H 7.30253 1.82401 4.14064 0.02 0.00 0.04 0.28
H 5.28415 -0.32916 -0.87515 0.20 0.11 -0.12 0.64
O -3.10469 0.61411 -8.06124 -0.18 0.01 -0.07 -0.63
H -1.77606 1.14049 1.37315 0.23 0.17 -0.17 0.25
H -6.78475 -0.68300 4.43287 -0.03 -0.01 0.03 0.32
H 3.10867 -5.76978 0.41400 0.01 -0.16 0.04 0.46
O -1.27693 -2.91787 -3.97768 0.73 0.68 0.07 -0.41
O -4.18243 -2.23462 2.37584 -0.01 0.02 0.10 -0.53
O 0.73444 -5.99513 -4.59949 -0.03 -0.10 0.15 -0.64
H 2.87263 -0.72252 -1.79885 -0.19 -0.17 -0.23 0.51
H -0.77722 -1.10518 -5.76712 0.14 0.03 0.03 0.37
O -1.49880 1.72662 4.16552 -0.10 0.11 -0.30 -0.59
H -6.24289 8.34066 -0.74973 -0.02 -0.06 -0.01 0.33
C -3.49519 0.44136 0.20033 -0.58 0.61 0.57 -0.85
H 5.11793 -2.19707 2.08311 0.09 -0.02 0.17 0.36
O -4.16460 -3.28973 -5.87245 0.18 -0.18 0.01 -0.63
H 6.29101 -6.08190 2.22464 0.03 0.05 0.05 0.26
H -3.21532 5.40475 3.42089 0.00 0.30 0.32 0.28
H -4.38980 -4.14694 -6.24958 -0.08 0.04 -0.04 0.30
I -0.89086 -2.33565 3.90464 0.00 -0.12 -0.05 0.18
H 5.12747 -3.71469 2.30741 -0.08 -0.07 0.05 0.28
H -3.93364 6.88266 2.74143 0.07 0.16 0.06 0.46
H 0.03178 7.66679 0.21165 0.21 0.15 0.05 0.35
H 2.46060 -9.27304 -4.38083 0.00 -0.01 0.03 0.33
C 2.02857 -2.00593 3.50955 -0.43 -0.31 0.11 -0.98
H 2.03560 -2.98599 3.97966 0.11 -0.12 0.01 0.53
H 0.07244 -6.59938 -4.24051 -0.11 0.09 -0.07 0.35

(2)
148
Properties=species:S:1:pos:R:3:forces:R:3:mulliken_charge:R:1 method="wB97M-V/def2-TZVPD" homo_energy_ha=-0.347 lumo_energy_ev=0.24 energy_ev=-144260.38411
H 3.04030 1.77557 -4.56503 1.05 -0.87 -0.70 0.22
H -0.21182 -2.21893 0.03470 -1.01 0.13 0.07 -0.04
O -2.39653 -4.40969 -5.71747 0.75 -2.09 0.26 -0.42
H -2.65913 2.78646 -5.84277 -0.01 -0.36 -0.61 0.18
H 0.33647 -5.00531 -2.41363 0.90 0.30 -0.05 0.14
H -4.14510 0.76620 -1.78412 1.42 0.07 1.55 -0.12
H -2.62428 3.03360 5.99127 -0.58 0.05 0.04 0.25
C -0.93722 0.21063 -2.81171 -0.90 0.22 0.99 0.03
N 2.87914 2.51674 -3.94761 -1.67 2.10 1.66 -0.40
N 6.61233 -3.48262 2.08133 -0.09 -0.01 -0.38 -0.50
H -1.12663 -4.84756 2.55781 0.22 0.47 -0.17 0.23
H 3.68144 4.41657 1.16735 -0.08 -0.22 -0.36 0.22
O -3.89247 -2.12349 3.11747 -0.10 -0.31 0.53 -0.36
C -3.96751 1.87321 0.83853 -0.50 -0.62 0.56 0.17
C -4.64450 -1.30224 2.21825 -0.03 -0.19 0.98 -0.29
H 7.30099 0.18453 0.17131 -0.52 0.22 -0.38 0.21
P -2.17970 -3.25007 -4.66805 -0.68 -1.27 -0.91 0.58
H 2.14215 -0.10168 3.79858 -0.08 -0.49 0.12 0.09
O 0.73326 -0.39116 0.47556 0.33 0.49 0.73 0.86
N -4.02012 4.14838 -4.34174 1.32 0.11 2.18 -0.51
H -3.65792 -3.27224 -1.70535 -0.33 0.42 0.38 0.29
O -0.83760 3.19077 3.51656 -0.55 -1.32 -0.81 0.44
H 0.03726 -3.49470 4.99111 0.26 -1.12 0.01 0.14
H -2.44914 -6.25538 -4.66309 -0.11 -0.11 -0.57 0.29
H 3.86551 2.74023 1.50032 0.52 -1.05 0.84 0.29
O -2.16374 4.81884 5.08147 0.28 -0.09 0.06 -0.31
C 1.63455 4.71196 4.67551 0.19 -0.10 1.06 -0.52
H -1.80949 -1.37538 -7.38860 0.51 -0.30 1.70 0.29
O 5.29260 -3.06078 3.83639 -0.01 0.19 1.27 -0.77
P -2.34856 -2.40431 3.17110 0.69 -0.79 0.60 -0.08
H 4.03163 -4.00487 4.52018 -0.92 0.02 0.02 0.29
C -5.90373 0.46729 -2.52168 -0.91 -2.18 1.49 0.59
H -4.19513 2.62691 2.68025 -1.07 0.15 1.00 0.25
H 1.70834 5.44470 3.91192 0.27 0.36 -1.13 0.30
H -5.99836 1.84220 1.31535 -0.48 0.14 0.35 0.23
H 1.09768 -3.19645 -3.58975 0.08 0.42 0.26 0.37
H -1.04472 -4.59100 0.76236 -0.65 -0.06 0.71 0.14
H -0.42417 0.66569 3.44673 -0.11 -0.68 0.21 0.26
H -2.06254 -0.15401 -6.13886 0.21 -0.67 0.06 0.08
N 6.40997 0.15932 -0.31782 -1.12 0.37 -0.05 -0.27
H -4.12580 4.30398 -5.30286 -0.45 0.38 -1.49 0.22
N 1.85946 -2.98378 -2.95006 -0.03 -0.39 -0.02 -0.10
H 3.77904 1.18802 -0.43248 0.28 1.44 0.05 -0.15
O -0.82923 -3.21544 -4.12311 1.00 0.26 0.71 -0.33
H 1.64136 -5.90454 -1.78528 0.79 -2.27 1.13 0.19
H -1.13587 2.50997 -4.90952 -1.39 1.08 -0.10 0.24
C -2.44928 4.07166 6.28078 -1.11 -0.15 -0.27 -0.63
H -2.29712 6.55806 2.09670 0.40 -0.65 -0.54 0.25
N -2.10904 2.94040 -5.03155 0.64 -0.04 1.08 -0.17
H 3.44926 1.92607 -1.82531 -0.06 -0.29 -0.87 0.23
C -0.08361 2.87777 -0.05174 0.70 -0.87 -0.27 -0.89
O -0.68303 0.20893 -1.33396 -0.69 0.03 -2.14 0.01
O -3.33796 -3.47558 -3.62357 0.31 0.25 -0.97 -0.39
O -0.84131 5.74888 3.21024 0.63 -0.63 0.79 -0.35
C 1.53610 2.79096 -3.84349 -0.73 0.89 1.33 0.45
H -1.75457 0.93806 -2.96852 0.41 -0.50 0.03 -0.43
C -1.67205 -4.48508 1.68007 2.05 1.10 -0.08 -0.71
C 2.02456 -3.59411 4.78070 -0.74 -0.88 0.07 0.57
H 4.34082 -2.28840 -1.08932 0.82 1.45 -0.43 0.17
N 4.70072 -0.29002 3.66121 1.24 -1.17 -0.31 -0.42
H -2.52811 -5.08303 1.67088 -1.67 -0.63 -0.51 0.36
O 3.46336 4.21118 -1.29246 0.53 -1.43 0.85 -0.87
H -7.72436 0.29967 -3.32866 -1.05 -0.25 0.21 0.25
C -0.37222 -0.42691 3.60767 -1.13 -1.14 1.12 0.45
H -2.03098 -6.32020 -6.47589 0.29 0.24 1.01 0.21
C 2.22091 -3.97772 -2.09426 -0.29 0.53 0.91 0.53
O -2.10132 3.99180 -3.03058 0.20 0.45 1.27 -0.54
O 0.96794 1.92028 -0.36270 0.33 -0.12 0.02 0.48
O 3.19211 -3.88938 -1.29740 -1.69 -0.68 -1.31 -0.73
H -3.35430 4.58047 6.71994 1.10 -0.83 -0.31 0.23
O -1.95528 -3.35993 4.23284 -0.29 1.02 0.08 -0.92
H 1.26399 -2.26934 1.03596 -0.56 0.27 -0.39 -0.11
O 4.48420 1.51922 2.41759 -0.15 0.70 -0.11 -0.80
N 2.59194 0.60358 3.25610 0.05 0.93 -0.15 0.04
H 2.13523 -2.00559 -2.82778 0.07 -0.63 0.10 0.01
O -6.21612 -0.30768 -1.58404 0.60 0.83 -0.50 -0.71
O -1.73642 -0.95417 3.16615 1.27 0.63 0.27 0.37
H -0.17120 2.86643 1.00800 -0.30 0.14 0.97 0.23
H -4.22704 4.99387 -3.78750 0.07 -0.74 -0.49 0.28
H -1.19777 -0.79226 -3.14729 -0.27 -0.02 0.47 -0.24
H -2.61965 -2.01674 -2.29070 0.53 0.40 -0.12 -0.19
H 4.31556 -1.23427 3.84687 0.29 0.89 0.07 0.20
N -5.30373 1.66178 0.63223 0.74 -1.39 -2.00 -0.27
H 3.01735 -5.38841 4.76670 -0.23 -0.55 0.25 0.09
H 0.27036 3.85272 -0.37742 -0.23 -0.11 -0.20 0.46
H 0.68003 -5.11228 4.88904 -0.51 -1.27 -0.23 0.23
H 5.80375 1.01705 -0.41196 1.17 -1.56 0.21 0.31
H -5.42797 0.89211 -0.09936 -0.55 1.28 1.60 -0.14
H -0.98351 2.50235 -0.51027 -0.50 0.45 -0.21 0.17
P -0.91803 4.48071 4.17283 0.76 2.09 0.49 0.07
H 3.50576 3.04979 -3.32627 -0.11 -0.67 -0.90 0.37
H -0.08659 0.46472 -3.40707 0.71 0.58 0.12 0.31
H -0.19591 -0.72763 4.70917 -0.48 0.64 -1.76 0.31
N -6.84082 0.69983 -3.47443 2.08 1.57 -0.79 -0.39
H -4.36065 -1.92819 -2.66806 -0.09 0.04 -0.10 0.16
O 1.77858 0.04822 -1.91263 -0.68 0.49 2.05 -1.01
P 0.78109 0.44041 -0.84093 0.82 0.62 -2.59 0.42
C -2.67490 3.72846 -4.05113 -0.09 -0.93 -1.73 0.33
H -4.47013 -0.26733 2.46006 0.07 0.40 0.05 0.13
H -4.42370 1.74401 -3.16124 0.10 -0.04 0.11 0.06
H -0.64451 -1.15650 -5.90407 -0.48 -0.78 -0.11 0.30
C -1.68505 -1.19575 -6.26434 -1.10 1.49 -1.19 -0.51
H -2.65984 2.70919 2.16904 0.57 -0.26 -0.21 0.01
H 1.99379 3.70614 4.38311 -0.50 0.51 0.11 0.14
C -3.50389 -2.57400 -2.52507 -0.36 -1.02 0.79 0.07
N 4.71615 -1.29611 -1.14705 -0.72 -1.31 0.63 -0.10
H 4.37361 -3.59762 0.86856 -0.16 -0.05 -0.07 0.16
N 3.98404 2.04321 -0.99067 -0.01 -2.71 0.45 -0.18
H 0.43248 -0.88013 3.02477 -0.47 -0.05 -0.15 -0.58
C 5.98723 -1.12450 -0.63259 0.03 0.93 -0.48 0.34
H -4.32063 -1.50149 1.22994 0.05 -0.10 -1.16 0.12
H 2.21925 5.10789 5.50630 0.14 -0.36 -0.02 0.29
N 3.69769 3.46019 0.84092 -0.19 1.26 -1.19 -0.12
O 2.12210 -2.39447 4.61642 0.10 1.75 -0.20 -0.59
O -2.62446 -2.01528 -5.51698 0.63 0.93 -0.20 -0.28
O -1.97089 -3.06655 1.77714 0.08 -0.23 -0.62 0.36
H -5.70305 -1.54499 2.37477 0.38 -0.01 -0.16 0.30
H 0.11291 3.76317 -2.83341 -1.46 0.34 0.15 0.06
N 0.81266 -4.16787 5.10359 0.34 2.34 0.17 -0.42
C -1.85887 -5.83660 -5.48935 -1.64 1.79 -0.17 -0.61
H -6.69934 1.50790 -4.06773 -0.45 -0.38 -0.07 0.18
N 1.31382 -5.07378 -2.12444 0.21 3.00 -0.84 -0.38
H 5.60709 -0.29340 3.12613 -1.31 -0.16 1.23 0.26
H -0.83925 -5.82146 -5.13987 0.47 0.28 -0.41 0.27
C 3.72350 3.25893 -0.49129 -1.25 3.35 0.18 0.31
H -0.76619 6.27516 1.17569 -0.25 -0.27 0.89 0.23
H -1.78479 4.91074 1.58245 -0.55 -1.09 -0.32 -0.03
O 0.70018 2.30641 -4.61321 0.19 -0.46 -0.56 -0.73
H 2.11361 1.14450 2.55355 -0.46 -0.11 0.31 -0.11
H 1.70004 3.93177 -2.07978 -0.04 0.06 -0.31 0.14
O -3.15969 1.30815 0.12601 0.71 0.21 -0.69 -0.02
N -3.62213 2.68763 1.88717 0.42 0.34 -0.60 -0.23
C 0.73995 -1.76721 0.19136 1.88 -1.85 1.05 -0.34
N 3.07885 -4.40829 4.62814 1.25 -0.23 -0.12 -0.32
O 6.77636 -2.05653 -0.56875 0.05 -0.47 0.45 -0.74
H 1.36467 -1.96021 -0.66985 0.06 -0.09 -0.24 -0.02
H 3.96658 -0.65423 -0.91567 0.34 0.08 -0.16 0.43
O 0.28226 4.76329 5.15999 -0.23 -0.41 0.08 -0.39
H 6.64986 -3.42843 1.08165 0.09 0.14 -0.64 0.25
H -1.62255 3.98792 6.97231 0.34 0.74 0.16 0.29
N 1.08080 3.61722 -2.82258 2.54 -1.05 -1.25 -0.09
H 3.38267 -3.39045 2.28601 0.76 0.07 -0.36 0.10
N -4.62887 0.91809 -2.61625 -1.44 0.64 -1.95 0.19
C 3.92966 0.67293 3.12084 0.53 -1.07 -0.71 0.63
N 4.29125 -3.27920 1.82148 -0.20 -0.33 0.40 0.07
H 7.33881 -2.92900 2.50380 0.08 -0.22 0.30 0.26
C -1.45278 5.84509 1.94481 -0.42 2.04 -0.45 -0.25
C 5.38742 -3.28274 2.64199 -0.05 0.19 -0.90 0.47